# 1
# C29H29N9O4PbS2

A structure of composition C29H29N9O4PbS2 (ωB97M-V/def2-TZVPD, the Open Molecules 2025 dataset).

```
74
Properties=species:S:1:pos:R:3:forces:R:3:mulliken_charge:R:1
Pb 0.55127 0.32240 0.15088 0.1 -0.2 0.4 1.07
C -4.58668 -1.52549 1.12474 0.0 0.0 0.0 -0.60
O -4.21158 -1.95937 -0.20113 -0.1 -0.1 -0.1 -0.43
C -2.88299 -1.71251 -0.28275 0.2 0.2 0.0 0.14
N -2.25822 -1.37522 0.76526 -0.1 0.0 0.0 -0.30
C -3.24244 -1.40624 1.86480 0.1 0.0 0.0 -0.22
C -3.16850 -0.22248 2.79475 0.0 0.0 0.0 0.33
C -3.57584 -0.36138 4.11765 -0.1 0.0 0.0 -0.41
C -3.58093 0.73409 4.96884 0.0 0.0 0.0 -0.63
C -3.15191 1.97170 4.50785 0.0 0.0 0.0 -0.61
C -2.71625 2.10844 3.19797 0.0 0.0 0.0 -0.47
C -2.73525 1.01700 2.34222 0.0 0.0 0.0 -0.22
C -2.28071 -1.91107 -1.62699 0.1 0.1 -0.1 0.37
C -2.83282 -2.83836 -2.50476 0.0 0.0 0.0 -0.76
C -2.19737 -3.05526 -3.71386 0.0 0.0 0.0 -0.46
C -1.05167 -2.33879 -4.01306 0.0 0.0 0.0 -0.78
C -0.59864 -1.40993 -3.08444 -0.1 0.0 0.0 0.25
N -1.19892 -1.19212 -1.91807 -0.1 -0.2 0.1 0.11
C 0.61263 -0.59985 -3.36175 0.0 0.0 0.0 -0.12
N 1.19974 0.16156 -2.53881 -0.1 0.0 -0.1 0.39
C 2.33431 0.78196 -3.23541 0.0 0.1 0.1 -0.18
C 2.31417 0.10278 -4.62512 0.0 0.0 0.0 -0.50
O 1.11439 -0.71138 -4.60834 0.0 0.0 0.0 -0.44
C 2.20238 2.28633 -3.28052 0.0 0.0 0.0 0.28
C 0.95963 2.90270 -3.34778 0.0 0.0 0.0 -0.04
C 0.86670 4.28412 -3.42706 0.0 0.0 0.0 -0.73
C 2.01553 5.06016 -3.44140 0.0 0.0 0.0 -0.44
C 3.25984 4.45045 -3.36666 0.0 0.0 0.0 -0.63
C 3.35089 3.06977 -3.28016 0.0 0.0 0.0 -0.59
H -5.26332 -2.26408 1.54640 0.0 0.0 0.0 0.29
H -5.09114 -0.56218 1.03613 0.0 0.0 0.0 0.41
H -3.04999 -2.31419 2.44734 0.0 0.0 0.0 0.63
H -3.89378 -1.33244 4.48243 0.0 0.0 0.0 0.40
H -3.91092 0.61931 5.99413 0.0 0.0 0.0 0.40
H -3.13775 2.82437 5.17494 0.0 0.0 0.0 0.42
H -2.33245 3.05438 2.84088 0.0 0.0 0.0 0.31
H -2.37254 1.13147 1.32839 0.0 0.0 0.0 0.47
H -3.73398 -3.36786 -2.23145 0.0 0.0 0.0 0.47
H -2.59214 -3.77499 -4.41812 0.0 0.0 0.0 0.43
H -0.51926 -2.47569 -4.94236 0.0 0.0 0.0 0.51
H 3.24430 0.53520 -2.68560 0.0 0.0 0.0 0.42
H 3.16112 -0.56110 -4.79062 0.0 0.0 0.0 0.29
H 2.22706 0.81157 -5.44582 0.0 0.0 0.0 0.33
H 0.05730 2.30501 -3.30959 0.0 0.0 0.0 0.38
H -0.10681 4.75525 -3.45757 0.0 0.0 0.0 0.37
H 1.94158 6.13858 -3.49124 0.0 0.0 0.0 0.40
H 4.16004 5.05120 -3.35754 0.0 0.0 0.0 0.39
H 4.32177 2.59613 -3.18867 0.0 0.0 0.0 0.40
N 1.00808 -1.48042 2.43468 0.0 0.0 -0.2 -0.37
N 0.50753 -0.91109 3.61171 0.1 0.1 0.1 -0.22
C 0.52878 0.48554 3.66392 -0.1 -0.1 -0.2 -0.67
N 0.34455 0.96044 4.92069 0.0 0.1 0.1 -0.32
N 0.72568 1.19057 2.60200 0.3 -0.1 0.0 0.81
N 0.60565 2.59847 2.83453 -0.1 0.0 0.0 0.06
O 1.60450 3.04993 3.67059 0.0 -0.1 0.0 -0.48
O 0.90938 3.25650 1.58788 0.0 0.0 0.0 -0.45
H 0.58016 -2.38234 2.28400 0.0 0.0 0.0 0.29
H 2.02586 -1.52996 2.44298 -0.1 0.0 0.0 0.15
H 0.92171 -1.29499 4.45279 0.0 0.1 0.0 0.29
H -0.23673 0.41624 5.53425 -0.1 0.0 0.0 0.26
H 0.34060 1.96039 5.03324 0.0 0.0 0.0 0.27
S -0.17664 2.91474 0.33689 -0.1 0.0 -0.1 -0.32
S 3.34644 0.25621 0.24854 -0.1 0.0 0.0 -0.55
C 3.54104 0.85679 1.87766 0.0 0.0 0.0 0.50
N 3.31829 2.19679 2.04574 0.0 0.0 0.0 -0.13
C 3.10621 2.82417 3.28494 -0.1 0.0 0.1 0.11
C 3.73364 2.06858 4.38831 0.0 0.0 0.0 -1.07
C 4.06924 0.77677 4.21573 0.0 0.0 0.0 -0.29
C 3.90305 0.10761 2.95985 0.0 0.0 0.0 -1.01
H 3.00392 2.69534 1.22797 0.0 0.0 0.0 0.29
H 3.40107 3.87053 3.23599 0.0 0.0 0.0 0.35
H 3.87746 2.57460 5.33202 0.0 0.0 0.0 0.41
H 4.49642 0.22586 5.04667 0.0 0.0 0.0 0.37
H 4.17555 -0.92930 2.82822 0.0 0.0 0.0 0.63
```
Positions in Å, forces in eV/Å.

ΔE to the lowest compared entry with this formula, charge and spin (kcal per mole): 11.31
HOMO-LUMO gap (eV): 6.18
DFT total energy (Ha): -2905.3827

# 2
# C4H9NOS

A cluster of 2 separate species, C4H9NOS in total in a non-equilibrium geometry (ωB97M-V/def2-TZVPD, the Open Molecules 2025 dataset).

```
16
Properties=species:S:1:pos:R:3:forces:R:3:mulliken_charge:R:1
C 2.21169 -3.73320 0.03519 -1.4 1.4 0.8 -0.25
C 1.03397 -3.45249 0.16636 1.7 -1.4 -0.8 -0.48
C 1.23865 1.25246 -0.13722 -0.9 1.2 0.9 -0.88
C -2.16319 1.87596 0.00009 -1.6 1.0 3.2 -0.92
N -0.01489 0.57385 -0.25849 0.7 -0.7 -1.8 -0.28
O -1.99610 -0.68984 0.64820 -0.5 -0.8 -0.3 -0.59
S -1.26465 0.55137 0.83724 0.9 1.5 0.0 0.48
H 3.25594 -3.61019 0.15716 0.4 -0.4 -0.2 0.34
H 0.12151 -0.15535 -0.90865 -1.1 -1.3 -0.5 0.27
H -0.00692 -3.57887 0.05932 -0.6 0.4 0.2 0.39
H 1.50367 1.08266 0.84422 1.7 -0.3 2.3 0.36
H 1.07212 2.30500 -0.16076 0.1 1.1 -0.5 0.27
H 2.05129 1.00358 -0.79805 -0.3 -0.6 -0.5 0.34
H -1.52006 2.57376 -0.42260 1.7 1.2 -0.4 0.31
H -2.71150 1.53044 -0.80997 -1.4 -1.1 -1.3 0.35
H -2.81154 2.47086 0.74796 0.7 -1.2 -1.1 0.28
```
Positions in Å, forces in eV/Å.

ΔE to the lowest compared entry with this formula, charge and spin (kcal per mole): 120.45
HOMO-LUMO gap (eV): 9.52
DFT total energy (Ha): -685.8270